i.
Here is an isolated molecule of C3H5ClN2S from OMol25. Energies are from the ωB97M-V functional and the def2-TZVPD basis.

Element x y z (Å)
C 1.4508 0.8271 0.0256
C -0.8820 -0.0601 -0.1515
C -2.2447 0.1310 -0.1480
H 2.8680 -2.2981 0.3242
H 1.9516 1.7893 0.0370
H -0.3538 1.8662 0.2265
H -0.5433 -1.1147 -0.2372
H -2.6982 1.1355 -0.1850
N 2.1870 -0.1996 -0.0309
N 0.0627 0.9112 0.1054
S 1.6437 -1.8661 -0.0239
Cl -3.4416 -1.1217 0.0578

Summary:
Frontier orbital gap in eV: 8.8
Structure (SMILES): S/N=C\N/C=C/Cl
Net charge: 0


ii.
Here is an isolated molecule of C3H5ClN2S from OMol25. Energies are from the ωB97M-V functional and the def2-TZVPD basis.

Element x y z (Å)
C -1.5492 -0.1599 0.0554
C 0.9635 0.1652 0.0690
C 2.0535 0.4721 -0.5935
H -0.5392 -0.7992 1.4677
H -2.4934 -1.2421 1.6203
H -0.3779 0.6089 -1.3960
H 1.0506 -0.1044 1.0652
H 2.9729 0.8723 0.0960
N -1.5926 -0.6085 1.2579
N -0.2966 -0.0091 -0.4972
S -2.8176 0.1366 -0.8878
Cl 2.6260 0.6681 -2.2570

Summary:
Frontier orbital gap in eV: 8.8
Structure (SMILES): NC(=S)N/C=C\Cl
Net charge: 0


Question: of the structures shown, which is the most stable? Reply: i.